1.
# C4H13N2O

A 2-piece molecular cluster, C4H13N2O overall (wB97M-V/def2-TZVPD, the Open Molecules 2025 dataset).

Calculated values
**Kohn-Sham gap**: 9.830 eV
**Molar mass**: 105.16 g mol⁻¹
**DFT total energy**: -9379.83057 eV

ORCA input file:
```
! wB97M-V def2-TZVPD RIJCOSX def2/J DEFGRID3
* xyz 1 1
C -0.42045 1.25787 0.56181
C -1.61383 0.30284 0.55232
C -1.44138 -0.86074 -0.39808
C -1.88604 -0.86898 -1.65311
N -0.42024 -1.78988 0.04489
N 0.88901 0.58642 0.97294
H -0.16636 1.71222 -0.38901
H -0.65033 2.04716 1.28530
H -1.85338 -0.05778 1.53464
H -2.47211 0.87094 0.20391
H -1.99010 -1.85621 -2.09235
H -2.12760 0.06408 -2.14795
H -0.17781 -2.34950 -0.76812
H -0.79251 -2.41051 0.77004
H 0.73963 -0.36059 0.55982
H 1.63720 1.15050 0.55616
H 1.04819 0.47240 1.96812
H 3.78629 0.18753 -0.70193
H 4.23556 1.45598 -0.02572
O 3.43754 1.00471 -0.32673
*
```


2.
# C30H32GeN7O2ReSe

C30H32GeN7O2ReSe as an isolated structure (wB97M-V/def2-TZVPD, the Open Molecules 2025 dataset).

Calculated values
**Kohn-Sham gap**: 6.748 eV
**Molar mass**: 860.41 g mol⁻¹
**DFT total energy**: -170108.21947 eV

ORCA input file:
```
! wB97M-V def2-TZVPD RIJCOSX def2/J DEFGRID3
* xyz 4 1
Re -1.27270 0.61647 0.75391
N 0.72432 0.91336 1.45199
C 1.52474 1.77604 0.51753
C 2.83586 2.30580 1.10608
C 2.80486 3.10610 2.42382
C 2.59698 4.61893 2.29612
N 3.79141 5.27376 1.74984
C 3.79751 6.27931 0.86006
N 2.76096 6.48125 0.05422
N 4.86709 7.06115 0.77104
C 0.52946 2.79288 -0.02135
O 0.80079 3.93315 -0.29351
O -0.66464 2.25594 -0.19530
H 0.59313 1.42954 2.32390
H 1.24536 0.07602 1.69056
H 1.76463 1.13177 -0.33387
H 3.30234 2.91418 0.32758
H 3.48514 1.43854 1.24767
H 3.76174 2.94317 2.92246
H 2.05390 2.72076 3.12081
H 2.39202 5.03963 3.28226
H 1.75350 4.83387 1.65591
H 4.62489 5.18236 2.31236
H 2.03308 5.79077 -0.05617
H 2.77991 7.23593 -0.61262
H 5.62345 7.01013 1.43394
H 4.92017 7.80003 0.08809
Se -2.69642 3.82548 3.10336
N -4.22378 3.12806 3.56847
C -4.25955 1.86750 3.16530
C -5.30609 0.91611 3.32532
C -5.09667 -0.33882 2.81951
C -3.89997 -0.67738 2.15513
N -2.89291 0.17490 1.98939
C -3.07324 1.44188 2.50065
N -2.09040 2.30796 2.36615
H -6.22508 1.18723 3.83051
H -5.85979 -1.09842 2.91744
H -3.75211 -1.67292 1.75665
C -0.92799 -0.80727 -0.15318
Ge -0.74236 -2.47378 -1.00470
C 0.61596 -2.21639 -2.67002
C 1.48960 -3.28168 -2.33688
C 2.85806 -3.08069 -2.29329
C 3.37739 -1.82882 -2.58493
C 2.52562 -0.74962 -2.86086
C 1.16475 -0.92806 -2.89951
C -1.01269 -4.05938 -0.06827
C -1.01245 -3.91482 1.32844
C -1.29047 -5.03051 2.10189
C -1.56834 -6.25005 1.49422
C -1.56424 -6.37775 0.10803
C -1.28735 -5.28186 -0.69067
C -0.83801 -2.52455 -3.08169
C -1.11665 -3.78443 -3.70053
C -2.25916 -3.96006 -4.43641
C -3.17523 -2.90693 -4.58062
C -2.95813 -1.68456 -3.95708
C -1.80473 -1.48012 -3.22795
H 1.09900 -4.27366 -2.13787
H 3.51888 -3.90806 -2.07237
H 4.45028 -1.68764 -2.61961
H 2.94407 0.21917 -3.10161
H 0.52369 -0.10466 -3.18473
H -0.77924 -2.96662 1.79751
H -1.28856 -4.94899 3.18079
H -1.78876 -7.11306 2.10861
H -1.78300 -7.33329 -0.34955
H -1.28963 -5.38757 -1.76544
H -0.37278 -4.56921 -3.68623
H -2.42809 -4.89854 -4.94806
H -4.04694 -3.04334 -5.20907
H -3.67138 -0.88090 -4.08058
H -1.61499 -0.50473 -2.79299
*
```


| no. | F_max (hartree/bohr) |
| --- | --- |
| 1 | 0.032 |
| 2 | 0.019 |